[1]
# C6H8N2O2S

An isolated molecule of C6H8N2O2S in a non-equilibrium geometry (ωB97M-V/def2-TZVPD, the Open Molecules 2025 dataset).

Max |F|, eV/Å: 4.32
Gap between HOMO and LUMO, eV: 8.68
SMILES: C[C@]1(O)CCC(OC2=NS2)=N1
HOMO level, eV: -8.9

XYZ file:
```
19
Properties=species:S:1:pos:R:3:forces:R:3
C 1.6689 -1.1910 0.9680 1.1 -0.4 3.2
C 1.1243 -0.5229 -0.2597 -0.5 0.4 -0.2
O 1.7393 -1.1013 -1.3637 0.4 -0.3 -1.0
C 1.2984 1.0358 -0.2048 0.9 0.6 -0.5
C -0.1629 1.5972 -0.2294 0.6 -1.0 4.1
C -0.9308 0.3121 -0.3824 2.2 -1.3 1.4
O -2.2501 0.4462 -0.3941 -0.4 0.2 -1.2
C -3.2046 -0.3760 -0.0204 -1.1 0.4 0.1
N -4.0387 -1.2932 -0.1617 1.5 0.2 -0.3
S -4.4227 0.2397 0.9763 -1.6 -0.2 1.2
N -0.3120 -0.7939 -0.3500 -0.8 0.7 -0.3
H 0.9233 -1.1408 1.8873 1.3 -0.3 -2.1
H 2.5941 -0.6368 1.3964 -1.3 -0.9 -1.0
H 2.0059 -2.2540 0.7541 -0.8 1.3 0.3
H 1.0665 -1.2849 -2.0343 0.2 0.1 0.2
H 1.9927 1.4685 -1.0327 -1.4 -1.0 1.2
H 1.8733 1.1419 0.7364 -0.8 0.9 -0.4
H -0.4584 2.1318 -1.0342 -0.3 2.4 -2.6
H -0.5067 2.2215 0.7489 0.8 -1.7 -2.2
```
Forces are in eV/Å.

[2]
# C8H11N4

The ion C8H11N4 with charge +1 in a non-equilibrium geometry (ωB97M-V/def2-TZVPD, the Open Molecules 2025 dataset).

Max |F|, eV/Å: 9.19
Gap between HOMO and LUMO, eV: 4.86
Total charge: +1
HOMO level, eV: -11.3

XYZ file:
```
23
Properties=species:S:1:pos:R:3:forces:R:3
C -4.0713 -0.6491 -0.1960 -1.8 -0.3 -0.7
C -3.3724 0.5619 -0.3731 5.3 1.7 1.7
C -0.0505 -0.8822 0.9067 -1.7 -0.6 1.8
C 2.4169 -0.5439 -0.3225 -2.1 -0.9 -1.7
C -1.3555 2.0892 -0.1139 1.5 -0.1 1.2
C 1.2129 0.3628 -0.6326 0.5 -1.2 -1.1
C -0.3487 1.5247 0.9105 -0.7 -1.4 1.4
C 1.8877 -1.9654 -0.1361 2.3 -0.6 0.4
N -4.8266 -1.5431 -0.1817 1.7 1.6 0.1
N -2.4184 1.2713 -0.2279 -7.5 -5.2 -1.2
N 0.3275 0.3189 0.4858 -0.4 0.4 -0.4
N 0.6111 -1.9593 0.5002 -0.7 -1.9 2.6
H 2.9735 -0.5134 -1.2314 1.1 0.0 -0.3
H 2.9064 -0.1214 0.4987 1.0 0.3 1.3
H -1.7009 3.0493 0.0761 -0.6 2.0 1.0
H -0.9454 2.1645 -1.0494 1.4 0.0 -2.6
H 1.6446 1.3222 -0.8188 -0.3 0.9 -0.3
H 0.6683 -0.0625 -1.5375 0.7 0.8 0.7
H 0.4138 2.2552 1.0510 0.3 0.9 0.2
H -0.9070 1.3324 1.8886 1.0 0.2 -1.3
H 1.8708 -2.5437 -1.0287 -0.5 0.1 -1.5
H 2.6136 -2.6435 0.3774 -0.5 0.9 0.5
H 0.4499 -2.8250 1.1547 0.0 2.3 -2.0
```
Forces are in eV/Å.

Repeat the first record exactly.
# C6H8N2O2S

An isolated molecule of C6H8N2O2S in a non-equilibrium geometry (ωB97M-V/def2-TZVPD, the Open Molecules 2025 dataset).

Max |F|, eV/Å: 4.32
Gap between HOMO and LUMO, eV: 8.68
SMILES: C[C@]1(O)CCC(OC2=NS2)=N1
HOMO level, eV: -8.9

XYZ file:
```
19
Properties=species:S:1:pos:R:3:forces:R:3
C 1.6689 -1.1910 0.9680 1.1 -0.4 3.2
C 1.1243 -0.5229 -0.2597 -0.5 0.4 -0.2
O 1.7393 -1.1013 -1.3637 0.4 -0.3 -1.0
C 1.2984 1.0358 -0.2048 0.9 0.6 -0.5
C -0.1629 1.5972 -0.2294 0.6 -1.0 4.1
C -0.9308 0.3121 -0.3824 2.2 -1.3 1.4
O -2.2501 0.4462 -0.3941 -0.4 0.2 -1.2
C -3.2046 -0.3760 -0.0204 -1.1 0.4 0.1
N -4.0387 -1.2932 -0.1617 1.5 0.2 -0.3
S -4.4227 0.2397 0.9763 -1.6 -0.2 1.2
N -0.3120 -0.7939 -0.3500 -0.8 0.7 -0.3
H 0.9233 -1.1408 1.8873 1.3 -0.3 -2.1
H 2.5941 -0.6368 1.3964 -1.3 -0.9 -1.0
H 2.0059 -2.2540 0.7541 -0.8 1.3 0.3
H 1.0665 -1.2849 -2.0343 0.2 0.1 0.2
H 1.9927 1.4685 -1.0327 -1.4 -1.0 1.2
H 1.8733 1.1419 0.7364 -0.8 0.9 -0.4
H -0.4584 2.1318 -1.0342 -0.3 2.4 -2.6
H -0.5067 2.2215 0.7489 0.8 -1.7 -2.2
```
Forces are in eV/Å.

- Number 1 is which compound?
  C6H8N2O2S